[1]
95
Properties=species:S:1:pos:R:3:forces:R:3:lowdin_spin:R:1 method="wB97M-V/def2-TZVPD" homo_energy_ev="-10.798 / -10.884" e_tot_ev=-108896.4901 multiplicity=2 gap_ha="0.275 / 0.258" total_charge=+1
Cu -0.019 -0.113 1.218 0.398 0.284 0.189 0.549
N 3.571 0.747 3.468 0.000 0.100 -0.059 0.009
C 2.465 0.296 2.868 -0.005 -0.218 0.077 0.022
S 1.832 1.212 1.536 -0.166 -0.026 -0.144 0.165
N 1.955 -0.823 3.345 0.303 0.042 0.317 0.006
N 0.849 -1.191 2.702 -0.140 0.170 -0.327 0.067
C 0.204 -2.225 3.076 -0.038 -0.189 0.127 0.005
C -0.963 -2.587 2.282 -0.136 0.001 -0.164 0.003
C -1.731 -3.705 2.561 0.086 -0.074 0.110 0.002
C -2.757 -4.050 1.698 -0.079 -0.065 -0.064 -0.001
C -2.988 -3.271 0.578 -0.052 -0.040 0.040 0.002
C -2.215 -2.139 0.393 -0.039 0.134 0.328 0.003
N -1.230 -1.790 1.223 -0.237 -0.051 -0.092 0.047
H 3.994 1.604 3.161 0.050 0.037 0.024 0.003
H 3.935 0.263 4.272 -0.020 -0.027 -0.048 0.001
H 0.532 -2.826 3.919 -0.026 0.028 -0.011 0.002
H -1.506 -4.303 3.435 -0.004 0.021 -0.039 0.000
H -3.366 -4.924 1.894 0.036 0.005 0.000 0.000
H -3.755 -3.526 -0.141 -0.008 0.051 0.042 0.000
H -2.402 -1.474 -0.436 -0.069 0.099 0.068 0.000
C 4.936 -1.380 -3.163 0.011 -0.007 0.028 0.000
C 4.422 -0.989 -1.771 0.048 0.109 -0.065 0.000
C 5.245 0.161 -1.192 -0.044 -0.047 0.006 0.000
C 2.945 -0.669 -1.847 -0.038 -0.155 -0.032 0.000
C 2.479 0.463 -2.497 0.078 0.163 0.083 0.000
C 1.124 0.740 -2.626 -0.201 -0.010 -0.064 0.000
C 0.727 1.789 -3.663 0.161 -0.021 0.059 0.000
C 0.780 1.116 -5.047 -0.120 0.051 0.014 0.000
C 1.632 3.033 -3.686 -0.089 -0.082 0.042 0.000
C 0.171 -0.130 -2.044 0.133 -0.119 -0.101 0.000
C 0.630 -1.414 -1.642 -0.048 0.137 -0.021 0.000
C 2.000 -1.615 -1.474 -0.046 -0.017 0.112 0.000
C -0.226 -2.673 -1.781 0.152 0.019 -0.057 0.000
C -0.026 -3.184 -3.223 -0.076 -0.008 0.022 0.000
C 0.134 -3.820 -0.827 0.046 0.097 0.050 0.000
C -1.306 0.200 -2.120 -0.138 -0.029 -0.071 0.001
C -1.962 -0.224 -3.281 0.048 -0.010 0.050 0.000
C -3.311 -0.018 -3.516 -0.006 -0.025 -0.042 0.001
C -4.067 0.664 -2.580 -0.060 0.025 0.008 0.000
C -3.447 1.118 -1.430 0.098 -0.006 0.019 0.003
C -2.089 0.899 -1.156 -0.176 0.084 0.026 0.005
P -1.544 1.517 0.507 -0.264 -0.021 -0.469 0.073
C -2.990 1.499 1.763 0.149 -0.028 -0.048 0.013
C -3.942 2.701 1.693 -0.018 0.031 0.086 0.004
C -2.262 1.507 3.123 -0.043 0.053 0.031 0.001
C -3.860 0.240 1.714 -0.024 -0.086 -0.118 0.000
C -1.121 3.344 0.230 0.288 -0.202 0.095 0.008
C -2.192 4.116 -0.545 -0.112 0.114 0.101 0.004
C -0.781 4.047 1.551 0.099 -0.002 0.019 0.000
C 0.141 3.349 -0.631 0.030 -0.011 -0.051 -0.001
H 5.965 -1.744 -3.104 -0.061 0.059 -0.020 0.000
H 4.916 -0.518 -3.837 0.001 -0.075 0.042 0.000
H 4.318 -2.168 -3.600 0.038 0.026 -0.003 0.000
H 4.537 -1.854 -1.114 -0.021 -0.032 0.020 0.000
H 5.110 1.077 -1.774 0.047 -0.063 0.047 0.000
H 6.307 -0.093 -1.203 -0.037 0.033 0.004 0.000
H 4.951 0.365 -0.161 -0.012 0.067 0.011 0.000
H 3.191 1.140 -2.961 -0.069 -0.071 0.061 0.000
H -0.309 2.082 -3.506 -0.078 0.139 0.153 0.000
H 1.770 0.689 -5.223 -0.017 0.036 -0.007 0.000
H 0.576 1.851 -5.831 0.013 -0.061 0.044 0.000
H 0.045 0.314 -5.136 0.097 0.048 -0.026 0.000
H 2.505 2.861 -4.319 -0.014 0.019 0.058 0.000
H 1.988 3.302 -2.692 -0.030 0.045 0.003 0.000
H 1.094 3.887 -4.102 0.040 -0.051 -0.010 0.000
H 2.342 -2.582 -1.116 0.007 0.061 -0.067 0.000
H -1.280 -2.420 -1.669 0.145 -0.031 -0.126 0.000
H 1.004 -3.526 -3.351 -0.045 0.004 0.004 0.000
H -0.201 -2.406 -3.965 -0.029 -0.031 0.007 0.000
H -0.697 -4.023 -3.431 0.066 0.063 0.021 0.000
H 0.972 -4.402 -1.217 -0.030 0.033 0.030 0.000
H -0.710 -4.504 -0.720 0.031 -0.021 -0.031 0.000
H 0.418 -3.465 0.163 -0.021 -0.019 0.014 0.000
H -1.381 -0.736 -4.034 -0.017 -0.031 0.042 0.000
H -3.760 -0.387 -4.430 0.014 0.028 0.028 0.000
H -5.122 0.847 -2.742 0.060 0.002 0.016 0.000
H -4.041 1.655 -0.702 0.034 -0.018 -0.148 0.000
H -3.440 3.659 1.792 -0.081 -0.096 0.043 0.000
H -4.638 2.616 2.532 0.017 -0.015 -0.025 0.001
H -4.540 2.712 0.780 0.038 0.061 0.124 0.000
H -1.598 2.362 3.239 -0.036 -0.090 0.051 0.000
H -1.665 0.602 3.257 -0.032 -0.020 0.013 0.000
H -3.002 1.546 3.927 0.006 -0.027 -0.037 0.000
H -4.238 0.017 0.713 0.028 -0.039 0.121 0.000
H -4.728 0.398 2.360 0.070 0.005 -0.010 0.000
H -3.334 -0.628 2.100 0.039 -0.080 -0.036 0.000
H -3.083 4.330 0.042 0.113 0.027 -0.179 0.000
H -2.488 3.603 -1.459 0.011 -0.033 -0.035 0.000
H -1.756 5.076 -0.842 -0.009 -0.050 0.034 0.001
H -1.612 4.110 2.249 0.040 0.028 -0.040 0.000
H -0.484 5.073 1.314 0.017 -0.058 -0.005 0.000
H 0.065 3.560 2.047 -0.097 0.052 -0.023 0.000
H -0.119 3.154 -1.664 0.038 -0.079 -0.160 0.000
H 0.875 2.614 -0.310 0.102 -0.008 -0.055 -0.001
H 0.614 4.334 -0.581 -0.072 -0.018 -0.034 0.000


[2]
126
Properties=species:S:1:pos:R:3:forces:R:3:lowdin_charge:R:1 method="wB97M-V/def2-TZVPD" homo_energy_ev=-9.781 e_tot_ev=-121335.9684 gap_ha=0.356 relative_energy_kj_mol=275.3 smiles="O=C1OC[C@@H](F)O1.O=C1OC[C@@H](F)O1.O=C1OC[C@@H](F)O1.O=C1OC[C@@H](F)O1.O=C1OC[C@@H](F)O1.O=C1OC[C@@H](F)O1.O=C1OC[C@@H](F)O1.O=C1OC[C@@H](F)O1.COCCOCCOC.COCCOCCOC"
O 1.986 0.174 3.968 0.017 2.972 0.422 0.154
C 2.120 1.248 4.539 -0.317 -3.452 0.107 -0.565
O 3.078 1.501 5.388 3.649 -0.684 0.991 0.103
C 2.792 2.588 6.245 -1.479 0.075 0.438 -0.034
C 1.783 3.289 5.388 0.165 0.858 1.292 -0.330
F 2.435 4.169 4.596 0.362 0.545 -1.120 0.073
O 1.259 2.249 4.657 -2.725 0.927 -1.851 0.133
H 2.270 2.177 7.109 0.185 0.017 0.269 0.150
H 3.572 3.274 6.576 0.504 -0.643 -0.533 0.154
H 1.038 3.888 5.912 -0.392 -0.558 -0.075 0.180
O -0.250 3.233 -0.291 0.314 -1.444 -0.548 0.161
C -0.045 2.049 -0.147 -1.575 2.586 0.161 -0.560
O 0.249 1.551 1.028 0.851 0.751 1.567 0.090
C 0.512 0.198 0.920 1.141 -1.758 0.854 -0.080
C -0.201 -0.181 -0.335 0.967 0.674 0.111 -0.282
F -1.442 -0.507 0.036 -1.501 -0.765 -0.394 0.102
O -0.271 1.065 -1.023 0.217 -0.569 -1.062 0.145
H 1.581 -0.011 0.886 0.078 0.243 -0.098 0.127
H 0.110 -0.321 1.791 -0.057 -0.020 -0.115 0.138
H 0.287 -0.940 -0.946 -0.438 0.030 -0.061 0.147
O -5.424 3.768 -3.505 4.223 -0.949 0.705 0.112
C -4.206 3.494 -3.429 -5.028 1.515 -1.215 -0.554
O -3.671 2.389 -3.864 -1.076 -3.615 -1.296 0.085
C -2.315 2.272 -3.525 0.496 0.430 0.788 -0.058
C -2.015 3.745 -3.469 1.097 -0.301 1.622 -0.318
F -1.745 4.173 -4.706 0.436 0.581 -1.308 0.103
O -3.234 4.301 -3.075 0.647 1.806 1.143 0.174
H -2.226 1.752 -2.572 0.068 0.275 0.174 0.114
H -1.665 1.746 -4.224 -0.596 0.102 -0.486 0.148
H -1.213 4.031 -2.788 -0.193 0.223 -0.023 0.152
O -4.493 -5.037 1.192 0.056 0.777 -0.269 0.178
C -3.663 -4.677 0.415 0.017 -2.061 0.168 -0.586
O -2.542 -4.032 0.703 1.124 2.279 -0.373 0.083
C -1.957 -3.652 -0.563 2.376 0.232 -1.745 -0.064
C -2.311 -4.826 -1.448 -1.607 0.019 1.348 -0.277
F -1.578 -5.916 -1.153 1.486 -0.988 0.303 0.073
O -3.570 -5.105 -0.853 -1.789 -0.583 -1.564 0.124
H -2.201 -2.705 -1.045 -1.328 -0.205 0.695 0.099
H -0.877 -3.506 -0.581 0.291 -0.733 1.125 0.124
H -2.380 -4.861 -2.535 -0.215 1.073 0.233 0.165
O -4.024 2.514 0.786 1.421 0.002 1.037 0.153
C -3.150 2.703 1.607 -3.505 -2.221 -2.214 -0.596
O -2.617 3.833 1.860 0.583 3.530 0.234 0.145
C -1.519 3.679 2.704 1.511 -0.499 0.816 -0.057
C -1.826 2.356 3.365 1.158 -0.686 -1.583 -0.336
F -2.518 2.543 4.482 -0.984 0.273 1.590 0.104
O -2.671 1.735 2.415 0.772 -0.639 0.652 0.127
H -0.624 3.695 2.081 0.060 -0.320 0.116 0.110
H -1.354 4.367 3.533 -0.795 0.739 -0.435 0.149
H -0.949 1.759 3.613 -0.159 -0.245 -0.324 0.151
O 0.991 6.136 -3.058 1.831 -0.503 -0.002 0.156
C 1.711 5.181 -2.876 -3.724 1.077 -0.047 -0.583
O 1.176 4.030 -2.478 -0.165 -1.142 -0.150 0.054
C 2.195 3.048 -2.523 0.378 -0.757 1.629 -0.053
C 3.485 3.868 -2.494 -2.406 -1.957 0.596 -0.337
F 4.310 3.307 -3.358 1.902 -0.312 -1.017 0.105
O 2.995 5.034 -3.016 2.623 3.235 -0.671 0.184
H 2.169 2.450 -1.612 -0.339 -0.198 -0.322 0.108
H 2.189 2.434 -3.423 -0.300 0.132 0.020 0.133
H 3.898 3.915 -1.487 0.345 0.590 -0.255 0.156
O 1.554 -2.797 0.639 0.615 -2.566 1.089 0.127
C 1.941 -3.760 1.294 -0.620 2.158 0.071 -0.515
O 1.238 -4.703 1.893 -1.703 -0.183 -0.077 0.089
C 2.042 -5.420 2.840 -0.290 -1.049 -0.806 -0.023
C 3.435 -5.134 2.318 -1.471 0.370 1.821 -0.339
F 3.793 -6.055 1.423 0.576 -0.727 -0.784 0.103
O 3.209 -3.925 1.689 2.452 1.421 -0.911 0.144
H 1.810 -5.115 3.861 0.159 0.217 -0.161 0.149
H 1.866 -6.486 2.695 -0.341 0.070 0.222 0.147
H 4.137 -5.100 3.151 0.470 0.459 -0.519 0.176
O -4.326 -3.513 5.315 2.216 1.321 -1.693 0.151
C -3.451 -3.028 4.617 -3.198 -1.140 1.926 -0.480
O -3.694 -2.262 3.509 -0.475 -0.896 0.999 0.085
C -2.461 -1.849 3.004 0.850 0.402 -0.389 -0.079
C -1.523 -2.832 3.672 -0.443 -0.823 -2.249 -0.407
F -0.336 -2.341 3.898 2.518 1.250 0.648 0.114
O -2.119 -3.194 4.848 -1.375 0.063 0.618 0.165
H -2.399 -1.930 1.918 -0.289 -0.036 0.159 0.110
H -2.278 -0.816 3.300 0.198 0.089 0.096 0.135
H -1.399 -3.722 3.054 0.013 -0.195 -0.176 0.164
C 1.854 -0.419 -3.413 1.375 -0.852 0.043 -0.079
O 2.831 0.167 -2.546 -0.890 0.164 -0.190 -0.202
C 3.410 -0.650 -1.539 1.384 1.696 -0.073 -0.153
C 4.327 0.298 -0.687 -0.507 -0.155 0.420 -0.151
O 3.627 1.312 0.037 -0.576 0.007 0.105 -0.162
C 4.354 2.007 1.073 0.082 -0.430 -1.499 -0.146
C 3.535 3.147 1.617 -1.182 0.598 -0.050 -0.183
O 3.082 4.012 0.579 0.030 -0.081 -0.620 -0.199
C 2.299 5.126 0.996 0.226 -0.254 0.947 -0.062
H 1.004 -0.836 -2.873 -0.312 0.400 -0.111 0.074
H 2.299 -1.254 -3.954 0.266 -0.432 0.136 0.066
H 1.633 0.236 -4.256 -0.405 0.608 0.656 0.095
H 4.180 -1.272 -1.995 -0.146 -0.658 -0.174 0.124
H 2.712 -1.265 -0.970 -0.167 0.171 0.111 0.100
H 5.073 0.765 -1.330 -0.115 0.114 -0.418 0.127
H 4.908 -0.324 -0.007 -0.079 -0.281 0.318 0.120
H 5.258 2.434 0.638 0.323 -0.075 -0.094 0.129
H 4.629 1.269 1.827 0.038 0.221 0.410 0.131
H 4.101 3.764 2.315 0.358 -0.258 0.292 0.129
H 2.657 2.766 2.138 -0.201 -0.183 0.187 0.109
H 1.334 4.853 1.422 -0.255 -0.471 -0.339 0.072
H 2.131 5.832 0.183 0.225 -0.330 -0.135 0.101
H 2.788 5.632 1.829 0.412 0.329 -0.043 0.084
C 1.374 -4.112 -3.296 -0.370 0.263 -0.984 -0.073
O -0.009 -3.693 -3.344 0.751 0.160 0.076 -0.204
C -0.366 -3.154 -4.626 -0.966 -0.049 1.210 -0.161
C -1.839 -2.595 -4.596 0.050 -0.217 1.028 -0.137
O -2.232 -2.028 -3.327 0.884 0.021 0.167 -0.164
C -3.447 -1.297 -3.350 -0.498 0.741 0.792 -0.147
C -3.912 -0.716 -1.946 -0.141 0.039 -1.503 -0.184
O -4.094 -1.670 -0.955 0.060 -1.084 0.309 -0.201
C -4.659 -1.205 0.269 0.285 0.803 -0.434 -0.053
H 2.058 -3.309 -3.570 -0.123 0.413 0.160 0.058
H 1.556 -4.856 -4.073 -0.106 -0.458 0.097 0.087
H 1.697 -4.491 -2.327 -0.673 0.016 0.058 0.089
H -0.318 -3.957 -5.361 -0.092 -0.029 -0.280 0.122
H 0.339 -2.381 -4.935 0.074 0.222 0.141 0.104
H -2.582 -3.379 -4.747 0.203 -0.306 -0.554 0.121
H -1.909 -1.854 -5.392 -0.154 0.102 -0.130 0.121
H -4.283 -1.831 -3.802 0.035 -0.665 0.120 0.127
H -3.315 -0.432 -4.000 -0.002 0.377 -0.022 0.106
H -4.884 -0.252 -2.113 -0.181 0.250 -0.502 0.132
H -3.263 0.118 -1.679 0.429 -0.158 0.474 0.098
H -5.594 -0.661 0.136 -0.300 -0.148 -0.378 0.097
H -3.986 -0.452 0.677 0.159 -0.103 0.491 0.073
H -4.842 -2.044 0.941 0.275 -0.004 -0.152 0.091